38
Properties=species:S:1:pos:R:3 method="wB97M-V/def2-TZVPD" max_force_ev_per_a=4.88 smiles="Cc1ccc(N2C=[N+](C)c3ccc(C)cc3C2)cc1" relative_energy_kcal_mol=10.2 lumo_ev=-3.39 total_charge=+1 e_tot_ev=-20911.618 orbital_gap_ev=8.4
C 2.835 -0.087 -0.621
H -0.999 -0.218 -1.509
H -4.506 -0.922 3.229
C 5.000 0.658 -3.627
H 4.967 -0.214 -4.285
C -4.818 -2.695 1.285
H 0.485 1.369 -2.652
N -0.512 1.101 1.818
C 3.819 0.603 -2.720
N 0.511 0.271 -0.178
C -2.670 0.157 2.628
H 1.304 1.809 1.081
H 0.556 2.492 2.922
C -1.632 0.240 1.669
C -1.721 -0.571 0.493
H -1.204 2.756 3.047
H 2.984 -0.637 0.289
H -5.426 -2.653 0.328
H -2.555 0.664 3.576
C -3.708 -0.783 2.478
C 3.932 0.052 -1.452
H 4.892 -0.334 -1.055
C -0.635 -0.596 -0.544
C 1.444 0.961 -2.339
H 5.891 0.628 -2.974
H -5.479 -2.641 2.179
C -3.756 -1.624 1.340
H -2.835 -2.083 -0.539
H 2.479 1.463 -4.213
C 0.437 1.135 0.915
H -0.274 -1.639 -0.673
C 1.590 0.378 -1.036
H -4.341 -3.680 1.330
H 4.992 1.578 -4.233
C -0.400 2.006 2.989
C -2.784 -1.461 0.338
H -0.409 1.466 3.922
C 2.545 1.054 -3.207

***

44
Properties=species:S:1:pos:R:3 method="wB97M-V/def2-TZVPD" max_force_ev_per_a=2.40 relative_energy_kcal_mol=60.4 lumo_ev=2.33 total_charge=-1 e_tot_ev=-41986.300 orbital_gap_ev=5.0
C 4.655 -0.674 -0.012
C -1.023 1.314 0.159
H 3.177 0.332 -1.216
H -2.874 -2.820 1.055
C -4.375 -1.275 0.679
C -1.982 -0.879 0.696
H -1.221 2.325 -0.239
C -4.592 0.114 0.475
N 0.158 0.881 0.438
H 6.769 -2.114 0.556
H 5.163 -1.135 -0.863
O 1.438 1.575 -3.359
O 0.034 3.268 -3.546
C -3.050 -1.766 0.843
H -5.628 0.446 0.412
C 2.907 0.728 0.886
H -3.693 2.035 0.141
C -3.518 0.971 0.325
C -5.449 -3.469 0.959
H -0.861 0.330 -2.784
C 3.545 0.148 -0.213
C 3.372 0.485 2.180
C 5.148 -0.908 1.283
H -4.897 -3.986 0.158
H 6.163 -2.618 2.152
H -0.959 -1.233 0.777
O -5.498 -2.032 0.757
C -2.053 2.153 -3.367
C -2.192 0.478 0.384
C 6.380 -1.752 1.512
O 1.815 2.532 -0.640
C -0.870 1.366 -3.099
N 0.281 2.027 -3.321
H 2.866 0.931 3.028
H -2.966 1.547 -3.398
O 1.411 2.656 1.827
S 1.559 1.883 0.619
C 4.482 -0.333 2.379
H -6.510 -3.731 0.919
H -1.953 2.720 -4.309
H 4.853 -0.528 3.386
H -2.150 2.909 -2.577
H 7.165 -1.168 2.012
H -5.027 -3.734 1.941

***

41
Properties=species:S:1:pos:R:3 method="wB97M-V/def2-TZVPD" max_force_ev_per_a=0.63 smiles="[H]/N=c1/n(CCO)c2ccccc2n1CCOc1ccccc1" relative_energy_kcal_mol=42.3 lumo_ev=0.69 e_tot_ev=-26502.854 orbital_gap_ev=8.2
C -1.689 -1.960 -1.171
H 3.620 -0.228 -0.687
H 0.937 0.198 -2.940
C 0.459 -0.750 -1.324
H -0.827 1.493 1.868
N 1.579 -0.582 -0.507
C -0.870 2.908 -1.702
H 2.228 -2.248 3.762
C -2.054 2.243 0.268
H 0.000 -3.257 3.645
C 0.373 -2.694 2.803
C 0.333 2.566 -1.109
O -3.099 -0.832 0.485
H -2.997 3.014 -1.495
C 2.683 1.519 0.210
C 2.669 0.310 -0.771
H -2.528 0.019 -1.313
H -2.981 2.113 0.805
C 2.149 -1.379 1.815
H 3.130 -0.937 1.878
H -1.943 -2.932 -0.741
C 1.361 -1.235 0.692
C -2.811 -0.951 -0.886
H -2.316 -0.487 0.931
O 1.463 1.694 0.882
C 0.088 -1.830 0.617
C -0.861 1.890 0.865
H 2.566 0.656 -1.803
C 1.633 -2.120 2.871
H -3.734 -1.294 -1.357
H 1.250 2.713 -1.658
H 2.985 2.430 -0.323
H 3.400 1.341 1.014
C -0.422 -2.559 1.673
H -1.561 -2.047 -2.252
H -1.405 -3.002 1.629
C 0.344 2.050 0.181
H -0.868 3.301 -2.708
C -2.064 2.749 -1.024
N -0.431 -1.531 -0.623
N 0.210 -0.352 -2.502

***

45
Properties=species:S:1:pos:R:3 method="wB97M-V/def2-TZVPD" max_force_ev_per_a=1.08 smiles="CCOC(=O)c1sc2nc(SCC#N)n(C[C@@H]3CCCO3)c(=O)c2c1C" relative_energy_kcal_mol=0.0 lumo_ev=-0.20 e_tot_ev=-52268.857 orbital_gap_ev=8.5
H 5.844 3.065 0.730
O -4.872 1.101 0.045
C -2.100 2.218 -0.562
H 2.936 1.364 -1.382
H -3.158 2.456 -0.518
N 0.448 -2.001 -0.057
C 0.671 0.782 -0.653
O -4.874 -1.101 0.525
C 1.586 -1.440 -0.328
H -8.076 -1.287 -0.487
C -0.631 -1.199 -0.058
H 1.456 -4.276 -0.837
N 1.766 -0.125 -0.599
H -6.780 -0.391 -1.291
S -2.222 -1.757 0.282
O 0.865 1.944 -0.936
O 5.131 1.269 0.090
N 3.890 -5.966 0.177
H -6.509 -1.921 1.351
C 5.013 2.688 0.126
H 3.650 -0.265 -1.489
H -1.558 2.813 0.172
C -0.593 0.163 -0.347
C 3.897 0.686 0.436
H 4.115 -0.267 0.929
C 3.649 3.025 0.747
S 2.994 -2.481 -0.365
C -2.844 -0.141 0.033
C 2.150 -4.076 -0.019
H 5.113 3.088 -0.889
H -6.580 -0.141 1.162
H 3.631 1.587 2.372
C -6.291 -1.084 0.686
C 3.221 1.695 1.367
C -7.003 -1.241 -0.650
C -4.283 0.056 0.187
H -1.696 2.476 -1.539
H 2.932 3.326 -0.017
C -1.876 0.775 -0.295
C 3.082 0.420 -0.853
H 3.724 3.821 1.484
H 1.595 -3.963 0.914
H 2.141 1.580 1.412
C 3.122 -5.125 0.089
H -6.677 -2.153 -1.144

***

45
Properties=species:S:1:pos:R:3 method="wB97M-V/def2-TZVPD" max_force_ev_per_a=1.02 smiles="COc1ccc(S(=O)(=O)Nc2ccc3c(c2)n(C)c(=O)n3C)cc1OC" relative_energy_kcal_mol=44.5 lumo_ev=0.42 e_tot_ev=-43480.368 orbital_gap_ev=8.3
H 3.363 -0.852 2.827
O -3.217 2.187 1.337
H -0.150 -5.447 1.311
H 3.378 1.855 -2.804
H -1.780 -2.415 2.450
H -1.638 -4.708 1.951
O -0.700 -2.549 -1.906
H 2.761 0.198 -3.026
H -0.894 1.984 1.973
H -0.147 -2.627 -3.824
H 4.952 -0.442 2.132
C 1.091 1.185 1.829
H 1.199 1.001 2.886
C -0.634 -4.506 1.565
H 4.461 0.460 -2.566
C -2.315 -0.001 0.185
S -2.859 1.693 0.044
C -1.803 -0.604 -0.954
C -1.778 -1.917 1.494
C 1.962 1.148 -0.435
C -0.076 1.730 1.321
H -0.045 -3.991 2.331
H 4.036 0.782 3.047
N 3.129 0.756 -1.046
C 4.005 0.259 -0.097
C 3.441 0.826 -2.445
N 3.363 0.349 1.119
N -1.454 2.469 -0.493
C -0.645 -1.918 -3.164
H -0.065 -0.991 -3.119
H -2.713 -0.131 2.262
C 2.107 0.891 0.941
O 5.118 -0.171 -0.301
C 3.956 -0.063 2.360
H 0.677 1.878 -2.001
O -0.679 -3.770 0.365
C -1.254 -1.871 -0.874
C 0.795 1.681 -0.946
H -1.646 -1.703 -3.551
H -1.505 2.655 -1.483
H -1.855 -0.064 -1.885
C -1.241 -2.540 0.378
O -3.791 1.851 -1.034
C -0.230 1.970 -0.045
C -2.309 -0.636 1.401

***

47
Properties=species:S:1:pos:R:3 method="wB97M-V/def2-TZVPD" max_force_ev_per_a=1.39 smiles="Cc1cc(NC(=O)COC(=O)c2cccc(S(=O)(=O)N3CCOCC3)c2)no1" relative_energy_kcal_mol=60.8 lumo_ev=-0.32 e_tot_ev=-47574.275 orbital_gap_ev=9.0
H 6.999 -0.452 1.000
H 3.189 0.287 1.624
C 2.271 -0.102 -1.204
O -5.739 -2.415 0.442
O 2.743 -2.536 -0.295
O 4.247 -1.626 -2.034
H -2.485 2.421 1.838
C 1.163 0.045 -0.398
H -2.959 3.674 0.635
H 3.252 -1.490 1.847
O -1.093 0.553 1.229
H -7.780 -2.913 -1.293
O -1.636 2.315 -0.047
N 4.429 -0.799 0.311
H 4.723 1.230 -0.176
H 6.996 1.325 0.775
H 5.564 -1.335 2.684
N -4.631 -1.719 0.786
C 2.552 0.801 -2.212
H 5.725 0.028 -1.051
C -4.006 1.808 0.420
C 6.375 0.452 0.982
H 3.424 0.636 -2.826
H 0.945 -0.682 0.369
H -6.593 0.590 -0.459
H -0.079 2.880 -1.772
S 3.439 -1.428 -0.870
H 1.906 2.580 -3.214
O 5.803 0.667 2.251
H -8.463 -2.605 0.300
C 1.700 1.875 -2.424
C -0.862 1.279 0.288
C -7.946 -2.144 -0.540
C -6.146 -0.314 -0.108
H -8.563 -1.355 -0.957
N -3.888 0.489 0.707
H -3.032 0.137 1.128
C 0.312 1.130 -0.603
C 4.974 -0.410 2.625
C 3.839 -0.602 1.615
O -4.980 2.334 -0.060
C 0.586 2.045 -1.619
H 4.576 -0.162 3.610
C -2.748 2.615 0.791
C 5.290 0.290 -0.087
C -6.649 -1.583 -0.093
C -4.856 -0.466 0.465

***

41
Properties=species:S:1:pos:R:3 method="wB97M-V/def2-TZVPD" max_force_ev_per_a=0.77 smiles="Cc1cc(-c2ccccc2)nc(SCC(=O)N2CCCC2)n1" relative_energy_kcal_mol=7.5 lumo_ev=0.12 e_tot_ev=-35291.367 orbital_gap_ev=8.8
C 1.877 -0.823 -2.383
O 0.448 2.309 -1.300
C 1.790 1.028 1.086
C -1.191 -0.850 1.704
C 1.295 1.464 -1.542
H -0.492 3.993 3.309
C -0.331 -1.337 -3.148
N 0.950 0.028 1.155
C -0.254 0.279 1.684
C -0.414 -0.093 -2.272
H -4.275 -1.791 2.734
C -0.810 -2.044 1.090
C -2.449 -0.774 2.298
H 2.899 2.776 -1.016
C -1.666 -3.126 1.058
H -2.769 0.130 2.794
H 2.584 -1.023 -1.576
H -1.359 -4.043 0.577
H -3.590 -3.882 1.623
N 0.976 0.258 -2.031
H -0.222 -1.054 -4.196
H 3.410 1.437 -2.095
C -2.918 -3.037 1.646
C -3.303 -1.861 2.268
H -0.930 0.747 -2.741
C -0.557 1.564 2.131
H 1.368 -2.709 -3.362
H -0.208 4.503 1.639
H 0.173 -2.097 0.648
S 3.297 0.724 0.177
H -0.908 -0.309 -1.318
H 0.745 -2.534 -1.714
C 0.207 3.945 2.478
N 1.623 2.254 1.526
H 2.439 -0.561 -3.289
H -1.528 1.819 2.521
H -1.209 -1.971 -3.045
H 1.154 4.402 2.753
C 2.766 1.724 -1.266
C 0.433 2.539 2.042
C 0.947 -2.006 -2.646

***

41
Properties=species:S:1:pos:R:3 method="wB97M-V/def2-TZVPD" max_force_ev_per_a=1.19 smiles="O=C(CSc1ccc(-c2ccccc2)nn1)NC1CCCC1" relative_energy_kcal_mol=25.8 lumo_ev=0.06 e_tot_ev=-35290.576 orbital_gap_ev=8.7
H -0.067 -2.900 -2.685
H -5.853 -2.355 -1.072
H 2.429 2.476 -1.621
H 0.055 -0.658 1.448
N 2.191 1.751 0.843
H -4.746 -0.827 0.520
N 0.883 0.502 -1.271
C 3.378 2.046 0.299
H 0.557 3.283 2.187
C -2.130 -1.438 -1.540
H 2.843 2.019 2.767
H 2.331 -0.529 2.064
H 2.308 -2.097 -2.831
C 1.963 1.612 2.262
C 0.200 -0.077 2.359
C 1.820 -0.240 -1.843
H -2.226 -2.688 -3.287
C -4.190 -1.239 -0.309
C -0.425 1.322 2.208
H -0.261 -0.631 3.176
C 3.343 2.032 -1.232
C 1.523 -1.504 -2.388
H 1.917 0.004 3.692
O 4.385 2.322 0.916
H 4.222 2.547 -1.616
C -4.813 -2.096 -1.203
H 1.439 1.460 0.221
N -0.347 0.090 -1.196
S 3.463 0.344 -1.911
C -2.765 -2.294 -2.438
H -4.583 -3.276 -2.974
H 0.635 2.434 3.738
C 0.224 -1.931 -2.312
H -0.685 1.504 1.164
H -1.332 1.428 2.802
C 1.696 0.148 2.635
C -2.860 -0.908 -0.476
C 0.659 2.305 2.656
H -2.366 -0.242 0.213
C -4.098 -2.617 -2.269
C -0.718 -1.079 -1.695

***

50
Properties=species:S:1:pos:R:3 method="wB97M-V/def2-TZVPD" max_force_ev_per_a=1.05 relative_energy_kcal_mol=0.0 lumo_ev=-9.11 total_charge=+2 e_tot_ev=-87824.589 orbital_gap_ev=4.3
H 4.366 -2.427 1.877
C -4.724 2.127 0.436
H -1.804 4.521 1.077
H 1.061 0.520 -3.044
C 4.800 0.973 -1.405
S 2.334 1.439 -0.326
H -5.802 3.214 1.960
N -1.802 -0.278 -1.457
H -0.061 -3.906 3.059
C -4.875 3.115 1.412
H -3.884 4.741 2.363
C -2.460 2.869 -0.095
H 3.644 -1.802 3.372
H 0.526 -4.666 0.288
H -1.538 2.779 -0.658
C 0.179 -4.739 2.395
N 2.358 -2.958 2.231
N -3.794 0.971 -1.134
N 0.232 -0.838 -0.936
O 6.805 4.144 -1.344
H -0.473 0.306 -3.884
H -3.564 -0.397 -2.609
S 4.405 -0.586 -1.688
C -2.964 0.360 -2.107
N -5.601 1.129 0.027
C 1.829 -3.419 1.112
H -0.748 -5.240 2.136
C 3.829 1.920 -0.790
C -3.555 2.025 -0.302
H -0.232 1.712 -2.842
Pt 2.260 -0.811 -0.881
C -3.810 3.959 1.619
H -0.283 -2.035 0.788
S 4.352 3.522 -0.565
C -0.630 -1.419 -0.016
C -0.512 -0.136 -1.791
N -5.046 0.452 -0.892
H 0.827 -5.448 2.912
H -2.845 -1.319 0.108
H -2.603 1.080 -2.838
S 6.333 1.586 -1.822
C -1.895 -1.073 -0.337
C -0.015 0.648 -2.955
H 3.215 -1.077 1.815
C 6.015 3.283 -1.264
N 0.799 -4.250 1.166
C -2.617 3.834 0.877
C 3.465 -2.006 2.321
H 1.965 -3.279 3.103
S 2.534 -3.121 -0.470

***

38
Properties=species:S:1:pos:R:3 method="wB97M-V/def2-TZVPD" max_force_ev_per_a=1.57 smiles=CCc1c[nH]c2ccccc12.Cc1ccc(O)cc1 relative_energy_kcal_mol=33.8 lumo_ev=0.76 e_tot_ev=-21474.772 orbital_gap_ev=8.7
H -3.511 1.456 3.429
H -0.385 1.135 0.657
H 2.417 1.458 -4.605
C 3.288 1.243 -2.665
C 3.197 0.531 -1.465
C -1.378 0.804 0.904
C 1.376 -1.792 0.818
N 4.032 0.532 -0.372
H 0.334 -1.198 -1.970
C 2.108 -0.282 -1.154
C 1.196 -0.582 -2.189
H -5.023 -1.381 -0.533
C -3.578 0.040 0.309
C 3.515 -0.317 0.582
H -0.164 1.734 2.950
H 0.450 -2.150 2.773
H 4.099 -0.446 1.484
C -4.053 0.488 1.534
H 1.934 -1.319 2.897
H 0.674 -0.299 -4.211
C -4.576 -0.417 -0.752
C 1.056 -1.407 2.261
C 1.364 -0.012 -3.428
C -3.198 1.025 2.490
H -5.111 0.383 1.735
H 1.760 -2.802 0.721
C 2.370 0.949 -3.646
C -2.271 0.350 -0.067
H 0.422 -1.728 0.310
C -1.841 1.033 2.189
H 4.064 1.978 -2.846
H 4.942 0.938 -0.260
H -4.083 -0.421 -1.722
O -1.000 1.325 3.241
C 2.299 -0.782 0.192
H -5.341 0.362 -0.874
H 0.499 -0.477 2.304
H -1.884 0.048 -1.025

***

39
Properties=species:S:1:pos:R:3 method="wB97M-V/def2-TZVPD" max_force_ev_per_a=0.79 smiles=CCCc1ccc2c(c1)Sc1cccc(OCC)c1N2 relative_energy_kcal_mol=26.1 lumo_ev=0.82 e_tot_ev=-32310.144 orbital_gap_ev=9.0
H 3.899 -0.752 2.797
H -2.655 3.671 -1.567
H 4.121 0.967 2.397
C -2.381 -2.772 -0.938
H 3.039 1.234 4.417
H 2.917 2.024 0.656
N 0.187 -0.343 -2.187
H 1.390 -0.301 5.384
C -3.475 -1.032 -2.186
H 2.641 -1.333 4.677
C -2.263 -0.381 -2.383
C 2.410 1.102 0.417
O -2.274 0.759 -3.138
C 1.877 -0.588 4.458
H 1.124 -1.062 3.832
H 0.679 -0.987 -2.808
H 1.679 1.214 3.339
S 0.352 -2.818 -0.562
H 2.077 -2.034 1.665
H -3.092 3.453 -3.252
H -4.379 -0.605 -2.584
H -2.383 -3.680 -0.359
H -1.037 2.375 -3.156
C 2.491 0.599 3.725
C -3.537 -2.225 -1.481
C -1.781 1.937 -2.495
C -1.171 -2.130 -1.167
C 0.984 -0.216 -0.996
C -1.082 -0.949 -1.905
C 2.588 0.021 1.286
C 3.393 0.175 2.547
H -3.836 2.425 -2.042
H -4.470 -2.733 -1.311
C 1.949 -1.189 1.006
C 1.599 0.998 -0.704
C 1.157 -1.293 -0.130
C -2.916 2.932 -2.316
H 1.471 1.829 -1.379
H -1.292 1.709 -1.555